1.
The molecule C4H9N3, computed with the ωB97M-V functional and the def2-TZVPD basis.

```
! RIJCOSX wB97M-V def2-TZVPD def2/J DEFGRID3
* xyz 0 1
H 0.86 2.49 0.74
N 0.52 1.79 1.40
C -0.23 0.90 0.92
C -0.76 -0.17 1.81
C -0.84 0.90 -0.53
C 0.09 -0.01 -1.24
N 0.48 -1.13 -0.76
N 1.24 -1.97 -1.48
H -0.46 -1.13 1.38
H -0.34 -0.07 2.81
H -1.85 -0.15 1.86
H -0.80 1.90 -0.97
H -1.86 0.49 -0.53
H 0.41 0.31 -2.25
H 1.81 -2.54 -0.86
H 1.71 -1.61 -2.31
*
```

Summary:
SMILES: [H]/N=C(/C)C/C=N/N
energy relative to the best compared isomer or geometry (same formula, charge and spin): 193.9 kJ/mol
orbital gap: 9.704 eV
E: -322.01649 a.u.
HOMO energy: -8.67 eV

---

2.
A structure of composition CH11Na7O9, computed with the ωB97M-V functional and the def2-TZVPD basis.

```
! RIJCOSX wB97M-V def2-TZVPD def2/J DEFGRID3
* xyz 4 1
Na 3.37 9.43 5.75
Na 2.76 6.66 4.83
Na 5.69 8.09 3.27
Na 0.03 11.99 2.36
Na -0.76 8.66 2.61
Na 0.05 9.16 6.21
Na 3.41 11.72 2.76
O 1.89 13.03 1.40
H 2.26 12.35 0.83
C 2.04 9.09 3.08
O 1.59 9.83 2.18
O 1.30 8.45 3.94
O 3.28 8.89 3.26
O 4.33 11.06 0.13
H 3.67 10.35 0.08
H 4.96 10.78 0.80
O 0.47 5.50 4.66
H -0.26 4.91 4.39
H 0.13 6.05 5.38
O -0.54 10.25 0.03
H 0.21 9.93 0.56
H -1.27 10.38 0.65
O 2.64 8.74 -0.23
H 2.72 7.79 -0.12
H 2.19 9.08 0.56
O 0.33 6.65 1.61
H 1.05 6.71 0.97
H 0.73 6.90 2.46
*
```

Summary:
orbital gap: 3.275 eV
E: -1856.62923 a.u.
HOMO energy: -18.97 eV

---

3.
A structure of composition C7H22BN2O2Ru, computed with the ωB97M-V functional and the def2-TZVPD basis.

```
! RIJCOSX wB97M-V def2-TZVPD def2/J DEFGRID3
* xyz 1 5
C 2.07 1.42 0.33
Ru -1.03 -0.03 0.14
N -1.74 -1.91 0.18
N -0.25 0.24 -1.91
H -2.73 -1.86 0.44
H 2.77 0.58 0.31
H 2.24 1.96 1.26
H 0.92 1.12 0.26
H 2.27 2.12 -0.49
H -0.99 0.46 -2.55
H 0.18 -0.62 -2.27
H 0.48 0.94 -2.07
H -1.67 -2.40 -0.70
H -1.26 -2.49 0.88
C -2.08 -0.10 4.68
C -0.65 0.44 4.31
C -0.31 1.56 5.25
O -0.74 0.99 2.98
B -0.48 -0.10 2.10
O 0.14 -1.18 2.80
C 0.40 -0.73 4.15
C 1.83 -0.24 4.28
C 0.21 -1.92 5.09
H -2.37 -1.00 4.06
H -2.84 0.71 4.53
H -2.08 -0.39 5.76
H -1.07 2.34 5.16
H -0.28 1.22 6.30
H 0.66 2.01 5.01
H 2.04 0.02 5.32
H 2.54 -1.02 4.01
H 2.02 0.64 3.68
H -0.78 -2.40 5.01
H 0.98 -2.69 4.88
H 0.35 -1.59 6.13
*
```

Summary:
orbital gap (spin up / spin down): 7.084 / 7.478 eV
E: -659.37623 a.u.
expectation value of S²: 6.007
HOMO energy (spin up / spin down): -10.52 / -12.68 eV

---

4.
A structure of composition C6H18N2O, computed with the ωB97M-V functional and the def2-TZVPD basis.

```
! RIJCOSX wB97M-V def2-TZVPD def2/J DEFGRID3
* xyz 0 1
C -1.03 -0.70 0.37
C -1.11 -0.19 1.82
C -1.86 0.13 -0.61
C -0.41 1.16 1.99
C -0.50 -1.22 2.77
O 0.33 -0.76 -0.03
H 0.38 -0.99 -0.98
H -1.45 -1.73 0.37
H -2.17 -0.07 2.06
H -2.91 0.14 -0.31
H -1.50 1.16 -0.64
H -1.79 -0.29 -1.61
H -1.03 -2.17 2.71
H 0.55 -1.39 2.52
H -0.86 1.93 1.36
H -0.49 1.50 3.02
H 0.64 1.08 1.74
H -0.55 -0.86 3.80
C 2.19 -0.11 -2.77
N 1.66 1.34 -1.59
N 0.98 -0.65 -2.95
H 0.74 1.31 -2.17
H 2.26 2.15 -1.46
H 1.41 0.93 -0.69
H 1.01 -1.67 -3.02
H 2.96 -0.56 -2.14
H 2.56 0.52 -3.58
*
```

Summary:
energy relative to the best compared isomer or geometry (same formula, charge and spin): 208.3 kJ/mol
orbital gap: 8.636 eV
E: -424.07052 a.u.
HOMO energy: -7.76 eV

---

5.
A cluster of 5 separate species, C30H40N4O5S in total, computed with the ωB97M-V functional and the def2-TZVPD basis.

```
! RIJCOSX wB97M-V def2-TZVPD def2/J DEFGRID3
* xyz 0 1
C 1.55 5.76 3.68
C 2.15 4.88 2.48
O 1.75 5.16 1.35
O 3.02 3.87 2.85
C 3.33 2.96 1.79
C 2.42 1.62 1.78
C 0.98 1.84 2.41
C -0.03 0.63 2.19
C -1.25 0.82 3.22
C -1.77 2.34 3.30
C -3.11 2.43 4.16
C -4.46 2.27 3.32
O -4.34 2.63 1.92
S -5.08 4.12 1.68
O -5.85 3.95 0.40
O -3.81 5.18 1.37
H 2.34 6.38 4.20
H 1.02 5.07 4.43
H 0.73 6.42 3.25
H 4.39 2.57 2.01
H 3.39 3.41 0.76
H 2.95 0.85 2.44
H 2.39 1.22 0.72
H 0.53 2.75 1.88
H 1.08 2.15 3.50
H -0.42 0.58 1.13
H 0.51 -0.32 2.52
H -2.14 0.21 2.87
H -0.95 0.43 4.24
H -1.01 3.03 3.82
H -1.85 2.73 2.24
H -3.06 3.40 4.75
H -3.07 1.56 4.91
H -4.82 1.21 3.45
H -5.21 3.01 3.78
H -2.97 4.71 1.20
N 4.11 0.34 -1.21
C 4.47 1.43 -1.89
C 5.03 1.41 -3.16
C 5.22 0.17 -3.77
C 4.85 -0.98 -3.08
C 4.30 -0.84 -1.82
H 4.31 2.37 -1.38
H 5.30 2.32 -3.67
H 5.65 0.11 -4.76
H 4.99 -1.96 -3.52
H 4.00 -1.71 -1.25
N -7.04 5.58 3.94
C -6.42 6.30 4.89
C -6.95 7.44 5.46
C -8.20 7.88 5.02
C -8.86 7.16 4.04
C -8.24 6.02 3.53
H -5.45 5.92 5.19
H -6.41 7.98 6.23
H -8.65 8.77 5.44
H -9.83 7.46 3.67
H -8.72 5.42 2.76
N 3.84 -4.06 -4.70
C 2.77 -4.42 -3.97
C 2.03 -5.56 -4.21
C 2.40 -6.38 -5.27
C 3.50 -6.03 -6.03
C 4.18 -4.87 -5.71
H 2.52 -3.74 -3.16
H 1.17 -5.80 -3.59
H 1.84 -7.28 -5.49
H 3.82 -6.65 -6.86
H 5.05 -4.56 -6.28
N 2.66 -9.67 -5.25
C 1.59 -10.03 -4.53
C 0.84 -11.17 -4.77
C 1.21 -11.99 -5.82
C 2.31 -11.64 -6.59
C 3.00 -10.48 -6.27
H 1.33 -9.35 -3.72
H -0.01 -11.41 -4.15
H 0.65 -12.89 -6.04
H 2.64 -12.26 -7.42
H 3.87 -10.17 -6.84
*
```

Summary:
energy relative to the best compared isomer or geometry (same formula, charge and spin): 479.4 kJ/mol
orbital gap: 10.241 eV
E: -2160.44534 a.u.
HOMO energy: -9.55 eV

---

6.
A cluster of 2 separate species, C8H12N4 in total, computed with the ωB97M-V functional and the def2-TZVPD basis.

```
! RIJCOSX wB97M-V def2-TZVPD def2/J DEFGRID3
* xyz 0 1
C -0.31 -1.83 2.29
C -1.58 -1.60 1.52
C -2.84 -1.30 2.06
N -3.78 -1.18 1.00
C -3.07 -1.41 -0.06
N -1.78 -1.61 0.15
H 0.13 -0.89 2.67
H 0.42 -2.29 1.59
H -0.47 -2.51 3.13
H -3.07 -1.24 3.13
H -3.43 -1.35 -1.09
H -1.01 -1.83 -0.49
C 0.37 0.87 -0.55
C 1.69 1.42 -1.06
C 2.93 0.84 -1.29
N 3.75 1.66 -2.08
C 2.90 2.75 -2.29
N 1.75 2.66 -1.61
H -0.41 1.01 -1.32
H 0.05 1.40 0.37
H 0.46 -0.20 -0.33
H 3.19 -0.18 -1.00
H 3.14 3.49 -3.05
H 0.98 3.32 -1.70
*
```

Summary:
SMILES: Cc1cnc[nH]1.Cc1cnc[nH]1
energy relative to the best compared isomer or geometry (same formula, charge and spin): 109.4 kJ/mol
orbital gap: 9.048 eV
E: -531.04308 a.u.
HOMO energy: -8.54 eV

---

7.
A structure of composition C3H5NO2S2, computed with the ωB97M-V functional and the def2-TZVPD basis.

```
! RIJCOSX wB97M-V def2-TZVPD def2/J DEFGRID3
* xyz 0 1
C -0.75 0.41 -0.53
C 0.77 -1.32 0.45
C 1.27 1.20 -0.20
H -2.57 -1.06 0.02
H 1.24 -2.38 0.94
H 0.18 -0.35 1.23
H 0.89 1.56 0.87
H 2.03 1.83 -0.84
N -1.89 0.73 0.08
O -2.88 -0.19 0.15
O 0.07 1.33 -0.96
S -0.60 -1.36 -1.00
S 2.24 -0.40 -0.22
*
```

Summary:
energy relative to the best compared isomer or geometry (same formula, charge and spin): 586.4 kJ/mol
orbital gap: 9.407 eV
E: -1118.72405 a.u.
HOMO energy: -9.45 eV

---

8.
The molecule C3H6O, computed with the ωB97M-V functional and the def2-TZVPD basis.

```
! RIJCOSX wB97M-V def2-TZVPD def2/J DEFGRID3
* xyz 0 1
C 1.31 -0.39 1.10
C -0.40 0.76 0.04
O 0.01 -0.40 0.52
C -1.33 0.36 -1.07
H 1.43 -1.33 1.64
H 2.00 -0.37 0.25
H 1.49 0.49 1.72
H -0.74 0.66 -1.95
H -1.50 -0.72 -1.12
H -2.26 0.93 -1.11
*
```

Summary:
energy relative to the best compared isomer or geometry (same formula, charge and spin): 297.0 kJ/mol
orbital gap: 9.540 eV
E: -193.03008 a.u.
HOMO energy: -8.47 eV